Entry one
Molecular formula: C2H11O3S
Method: DFT, ωB97M-V/def2-TZVPD

Calculated values
LUMO energy	3.58	eV
Kohn-Sham gap	6.82	eV

ORCA input file:
```
! wB97M-V def2-TZVPD RIJCOSX def2/J DEFGRID3
* xyz -1 1
S 0.28966 -1.17382 -0.07377
O -3.20422 3.55052 0.81650
O 1.52276 -3.98950 0.79402
O -1.43227 1.36207 0.56796
C 1.79799 1.15199 -0.95448
C 1.05002 -0.13687 -1.38367
H 0.27762 0.12373 -2.12086
H 1.85432 1.66611 -1.93243
H 2.82512 1.01590 -0.63376
H 1.05414 1.65732 -0.33589
H 1.70004 -0.82813 -1.94270
H -2.73892 2.67326 0.85679
H -1.42330 0.38769 0.45327
H -0.96924 1.65941 1.33694
H 2.28038 -3.54956 1.16071
H -2.39512 3.96867 0.47514
H 0.87588 -3.28248 0.58712
*
```

Atomic partial charges in e from the natural (NBO) method, atoms 1 to 5: number 1, S, carries -0.73; number 2, O, carries -0.97; number 3, O, carries -0.99; number 4, O, carries -1.02; number 5, C, carries -0.63

***

Entry two
Molecular formula: C2H11O3S
Method: DFT, ωB97M-V/def2-TZVPD

Calculated values
LUMO energy	3.73	eV
Kohn-Sham gap	7.21	eV

ORCA input file:
```
! wB97M-V def2-TZVPD RIJCOSX def2/J DEFGRID3
* xyz -1 1
S 1.05435 -0.09676 0.52565
O 1.53632 -1.59459 -2.29572
O 1.34697 2.77874 2.20339
O -0.05761 -2.90857 -0.20233
C -0.19811 0.76856 -0.34010
C -1.63410 0.66102 0.33667
H -0.30689 0.16576 -1.30249
H 0.07147 1.81719 -0.64761
H -2.46405 1.05129 -0.26539
H -1.76088 -0.41891 0.37671
H 0.78682 3.17116 1.52359
H 0.11937 -2.22179 0.44088
H 0.84322 -2.04759 -1.68013
H -0.99628 -2.85363 -0.43644
H 1.97369 -1.10834 -1.54999
H 1.37315 1.80808 1.88210
H -1.68743 1.02836 1.43120
*
```

Atomic partial charges in e from the natural (NBO) method, atoms 1 to 5: number 1, S, carries -0.65; number 2, O, carries -1.02; number 3, O, carries -1.00; number 4, O, carries -0.98; number 5, C, carries -0.56

***

Going by the computed energies, the most stable comes first: entry two, entry one.

***

Entry one
Molecular formula: C5H10N2O2S
Method: DFT, ωB97M-V/def2-TZVPD

Calculated values
LUMO energy	0.68	eV
Kohn-Sham gap	9.93	eV

ORCA input file:
```
! wB97M-V def2-TZVPD RIJCOSX def2/J DEFGRID3
* xyz 0 1
S 2.95266 -0.38838 0.42787
O 3.71023 1.05932 0.17917
O 3.29634 -1.42360 -0.59387
N -1.05572 -0.55744 -0.35705
N 1.05299 1.33726 -0.17983
C 0.18934 -1.00679 0.25614
C -2.13642 -1.46379 0.02608
C 1.26095 0.13166 0.16018
C -1.34187 0.85581 0.08686
C -0.28855 1.84561 -0.38726
H -2.40785 1.01428 -0.25762
H 0.46782 -1.88233 -0.44039
H -1.41345 0.79784 1.23389
H 0.14870 -1.34683 1.28405
H -0.46493 2.84362 0.11792
H -0.40266 2.15363 -1.38809
H -1.74719 -2.37499 -0.30566
H -2.36381 -1.75398 1.08416
H 3.63819 1.49599 -0.58051
H -3.09477 -1.33691 -0.36602
*
```

Atomic partial charges in e from the natural (NBO) method, atoms 1 to 5: number 1, S, carries 1.47; number 2, O, carries -0.86; number 3, O, carries -0.92; number 4, N, carries -0.41; number 5, N, carries -0.38

***

Entry two
Molecular formula: C5H10N2O2S
Method: DFT, ωB97M-V/def2-TZVPD

Calculated values
SMILES string	CNC(=O)O/C(C)=N\SC
LUMO energy	0.60	eV
Kohn-Sham gap	8.99	eV

ORCA input file:
```
! wB97M-V def2-TZVPD RIJCOSX def2/J DEFGRID3
* xyz 0 1
S -1.98188 -1.72949 0.05478
O -0.13090 0.81485 -0.98007
O 1.83448 -0.02739 -1.53731
N -1.64896 -0.20780 0.44588
N 1.22245 -0.00264 0.63400
C -1.14725 0.84965 0.02745
C 2.39006 -0.48085 1.31180
C -0.94116 -2.06096 -1.38232
C 1.08390 0.19208 -0.65380
C -1.62498 2.22735 0.39805
H -2.63865 2.20325 0.81421
H -1.77619 2.68945 -0.69346
H 2.07359 -1.12461 2.13855
H 0.72189 0.68602 1.32320
H -0.97668 3.05601 0.84798
H 3.20418 -0.85446 0.67051
H -0.94133 -1.20630 -2.06690
H -1.40296 -2.94039 -1.93252
H -0.01384 -2.60376 -1.14507
H 2.69423 0.52002 1.72504
*
```

Atomic partial charges in e from the natural (NBO) method, atoms 1 to 5: number 1, S, carries 0.53; number 2, O, carries -0.56; number 3, O, carries -0.60; number 4, N, carries -0.67; number 5, N, carries -0.64

***

Going by the computed energies, the most stable comes first: entry two, entry one.

***

Entry one
Molecular formula: C7H15N2O2PS
Method: DFT, ωB97M-V/def2-TZVPD

Calculated values
LUMO energy	0.16	eV
Kohn-Sham gap	9.10	eV

ORCA input file:
```
! wB97M-V def2-TZVPD RIJCOSX def2/J DEFGRID3
* xyz 0 1
S 1.10359 0.06151 1.18834
P -0.07928 -0.51799 -0.39193
O -4.00609 0.75459 -0.91692
O 0.35774 -0.13343 -1.74699
N -0.74654 -2.00137 -0.17583
N -2.12894 0.27101 0.30280
C 3.11893 1.44152 -0.22970
C -1.67260 -1.94925 1.05972
C -2.85027 0.98336 -0.64126
C 2.86556 0.29504 0.64729
C 3.34857 -1.02418 0.06896
C -2.77638 -0.85528 0.93358
C -2.08585 2.26672 -1.03942
H -1.22622 -2.50466 -0.93414
H 4.08667 1.46636 -0.63990
H -1.13972 2.01874 -1.48460
H -3.22511 -0.71311 1.94132
H -2.13676 -3.05761 1.03723
H 3.26566 0.32505 1.66857
H 2.60428 -1.19765 -0.82129
H 3.40991 -1.81816 0.73791
H -2.80725 2.90090 -1.61354
H -1.98966 2.75318 -0.07826
H -3.60348 -1.19030 0.26269
H 4.35821 -0.78568 -0.41298
H -1.22406 -1.64001 2.00227
H 2.87721 2.45896 0.25174
H 2.30188 1.39175 -0.97566
*
```

Atomic partial charges in e from the natural (NBO) method, atoms 1 to 5: number 1, S, carries -0.06; number 2, P, carries 1.95; number 3, O, carries -0.62; number 4, O, carries -1.05; number 5, N, carries -1.01

***

Entry two
Molecular formula: C7H15N2O2PS
Method: DFT, ωB97M-V/def2-TZVPD

Calculated values
SMILES string	CC(=O)N1CCN[P@]1(=O)SC(C)C
LUMO energy	0.52	eV
Kohn-Sham gap	9.84	eV

ORCA input file:
```
! wB97M-V def2-TZVPD RIJCOSX def2/J DEFGRID3
* xyz 0 1
S 1.35907 0.49006 0.15315
P -0.71177 -0.02521 0.43036
O -1.04960 1.07909 -3.46313
O -1.14963 -1.30383 0.92824
N -1.37197 1.28454 1.26181
N -1.33984 0.74533 -1.20828
C -0.85856 0.43735 -2.44677
C 1.52966 -0.75779 2.43230
C -0.35064 -0.97589 -2.50285
C -2.06176 1.93090 -0.96086
C 2.27293 -0.78704 1.13814
C 2.31636 -2.13740 0.50798
C -1.61413 2.41789 0.42864
H 0.62584 -1.31677 2.40598
H -2.19272 0.92089 1.77781
H 0.12477 -1.14072 -1.51601
H 1.66739 -2.35620 -0.42211
H -3.15783 1.72319 -0.87091
H -2.34725 3.17651 0.83410
H -1.24603 -1.65064 -2.68864
H 2.11366 -2.80981 1.29257
H -1.90952 2.62457 -1.76368
H -0.71178 3.16118 0.41046
H 3.28377 -2.43429 0.03777
H 2.01920 -1.14862 3.29120
H 3.17738 -0.21498 1.04962
H 1.23830 0.26914 2.84056
H 0.34468 -1.20145 -3.37746
*
```

Atomic partial charges in e from the natural (NBO) method, atoms 1 to 5: number 1, S, carries -0.08; number 2, P, carries 2.01; number 3, O, carries -0.61; number 4, O, carries -1.06; number 5, N, carries -0.99

***

Going by the computed energies, the most stable comes first: entry two, entry one.

***

Entry one
Molecular formula: C2H7N3
Method: DFT, ωB97M-V/def2-TZVPD

Calculated values
SMILES string	[H]/N=C\N.C=N
LUMO energy	1.05	eV
Kohn-Sham gap	10.29	eV

ORCA input file:
```
! wB97M-V def2-TZVPD RIJCOSX def2/J DEFGRID3
* xyz 0 1
N 2.11868 1.70632 1.22359
N -2.99602 -0.66674 -0.54123
N 2.99914 -0.08308 -0.03035
C 2.01908 0.53287 0.49110
C -3.36447 -1.51565 -1.41500
H 3.82973 0.50331 0.05311
H 2.97784 1.89954 1.70456
H 1.36159 2.28076 1.53132
H 0.96377 0.37870 0.25550
H -3.54539 -2.55410 -1.15402
H -3.17339 -1.11755 0.35821
H -3.19057 -1.36440 -2.47681
*
```

Atomic partial charges in e from the natural (NBO) method, atoms 1 to 5: number 1, N, carries -0.84; number 2, N, carries -0.58; number 3, N, carries -0.70; number 4, C, carries 0.29; number 5, C, carries -0.05

***

Entry two
Molecular formula: C2H7N3
Method: DFT, ωB97M-V/def2-TZVPD

Calculated values
SMILES string	[H]/N=C(\N)NC
LUMO energy	0.90	eV
Kohn-Sham gap	9.75	eV

ORCA input file:
```
! wB97M-V def2-TZVPD RIJCOSX def2/J DEFGRID3
* xyz 0 1
N -0.64180 1.77214 0.38623
N 1.44249 0.59155 0.33164
N -0.49858 -0.50927 0.06605
C -0.00393 -1.47838 -0.82695
C 0.19912 0.72424 0.32579
H -1.56090 1.32870 0.43020
H -0.48578 2.49297 1.10983
H 0.24653 -1.05936 -1.81610
H -0.63200 -0.87073 1.09563
H -0.89293 -2.17439 -1.06193
H 1.97822 1.34780 0.55540
H 0.84955 -2.16526 -0.59578
*
```

Atomic partial charges in e from the natural (NBO) method, atoms 1 to 5: number 1, N, carries -0.81; number 2, N, carries -0.73; number 3, N, carries -0.68; number 4, C, carries -0.41; number 5, C, carries 0.56

***

Going by the computed energies, the most stable comes first: entry two, entry one.

***

Entry one
Molecular formula: C2H7N3
Method: DFT, ωB97M-V/def2-TZVPD

Calculated values
SMILES string	[H]/N=C\N.C=N
LUMO energy	0.67	eV
Kohn-Sham gap	9.02	eV

ORCA input file:
```
! wB97M-V def2-TZVPD RIJCOSX def2/J DEFGRID3
* xyz 0 1
N 2.24001 0.04658 -4.11256
N -0.38036 1.19140 2.75146
N -2.08394 -0.47591 2.73246
C -1.47900 0.64808 3.21547
C 1.95122 -1.10185 -4.52109
H 2.50161 -1.65431 -5.22798
H 0.09618 0.39595 2.28651
H 1.13170 -1.45021 -3.90470
H -2.82064 -0.89637 3.28713
H -2.05911 1.12791 3.99538
H 1.58780 0.90236 -4.24249
H -1.70085 -1.03719 2.04029
*
```

Atomic partial charges in e from the natural (NBO) method, atoms 1 to 5: number 1, N, carries -0.73; number 2, N, carries -0.71; number 3, N, carries -0.82; number 4, C, carries 0.28; number 5, C, carries 0.03

***

Entry two
Molecular formula: C2H7N3
Method: DFT, ωB97M-V/def2-TZVPD

Calculated values
LUMO energy (spin up / spin down)	-0.43 / 0.04	eV
Kohn-Sham gap (spin up / spin down)	8.06 / 8.71	eV

ORCA input file:
```
! wB97M-V def2-TZVPD RIJCOSX def2/J DEFGRID3
* xyz 0 1
N 1.17044 -0.88343 1.07991
N -0.87121 -1.04095 0.00866
N -1.04850 1.33376 0.20644
C 0.61202 0.26182 -1.17382
C -0.51680 0.18217 -0.36056
H 1.74960 -1.27429 1.84657
H 1.11036 1.20040 -1.37136
H -0.89175 2.19978 -0.28311
H -1.54730 -1.01773 0.77253
H -1.96966 1.25828 0.60543
H 1.25080 -1.59636 0.35427
H 0.95199 -0.62346 -1.68498
*
```

Atomic partial charges in e from the natural (NBO) method, atoms 1 to 5: number 1, N, carries -0.69; number 2, N, carries -0.61; number 3, N, carries -0.82; number 4, C, carries -0.29; number 5, C, carries 0.31

***

Entry three
Molecular formula: C2H7N3
Method: DFT, ωB97M-V/def2-TZVPD

Calculated values
SMILES string	C/N=C/NN
LUMO energy	1.17	eV
Kohn-Sham gap	9.94	eV

ORCA input file:
```
! wB97M-V def2-TZVPD RIJCOSX def2/J DEFGRID3
* xyz 0 1
N -0.40640 0.12207 1.13422
N 0.33823 1.10856 -0.85696
N 1.01128 0.86543 -2.01157
C -0.88233 -1.14891 1.77610
C -0.23739 0.05749 -0.13857
H 0.77000 1.72460 -0.19478
H 2.01880 0.92592 -1.94878
H -0.54650 -0.65919 -0.89648
H -1.11640 -1.90615 1.03570
H 0.71642 1.46414 -2.73190
H 0.05648 -1.51733 2.36176
H -1.72219 -1.03664 2.47126
*
```

Atomic partial charges in e from the natural (NBO) method, atoms 1 to 5: number 1, N, carries -0.50; number 2, N, carries -0.46; number 3, N, carries -0.65; number 4, C, carries -0.43; number 5, C, carries 0.26

***

Going by the computed energies, the most stable comes first: entry three, entry one, entry two.